{"formula": "C2H5NOS2", "method": "ωB97M-V/def2-TZVPD", "max_force_ev_per_a": 4.751, "lumo_energy_ev": 0.4, "relative_energy_kj_mol": 272.1, "total_energy_ha": -1005.470147, "orbital_gap_ev": 9.3, "homo_ev": -8.859, "species": ["C", "C", "H", "H", "H", "H", "H", "N", "O", "S", "S"], "positions_angstrom": [[-0.7927, 1.6402, -0.9520], [0.0961, -0.3810, 0.3052], [-2.0660, 1.5124, -1.0702], [-0.0409, 0.9656, -1.8123], [-0.3989, 2.9179, -1.1268], [0.9267, -0.6434, 2.1838], [0.9931, -2.8063, -0.0900], [0.4467, -1.1064, 1.3389], [0.1425, -0.7216, -0.8320], [-0.3461, 1.3259, 0.8649], [1.0395, -2.7032, 1.1904]], "forces_ev_per_a": [[0.18, 3.24, -1.96], [0.22, 2.43, 0.79], [4.12, 0.40, 0.04], [-2.82, 2.16, 3.16], [-1.73, -3.96, 0.43], [-1.48, -0.66, -1.97], [-0.03, 0.18, -1.70], [1.89, -0.74, 3.82], [-0.29, -1.39, -1.20], [-0.27, -0.92, -3.10], [0.20, -0.72, 1.69]]}

{"formula": "C18H35NNiP2S2", "method": "ωB97M-V/def2-TZVPD", "max_force_ev_per_a": 3.096, "lumo_energy_ev": [-6.9, -7.3], "relative_energy_kj_mol": 255.4, "spin_multiplicity": 3, "total_energy_ha": -3748.374333, "orbital_gap_ev": [7.3, 7.5], "charge": 2, "homo_ev": [-14.218, -14.870], "species": ["Ni", "S", "S", "C", "C", "C", "N", "C", "C", "H", "H", "H", "H", "H", "H", "H", "H", "C", "H", "H", "H", "H", "H", "H", "H", "C", "C", "H", "H", "H", "H", "C", "P", "C", "C", "C", "C", "C", "C", "C", "P", "C", "C", "H", "H", "H", "H", "H", "H", "H", "H", "H", "H", "H", "H", "H", "H", "H", "H"], "positions_angstrom": [[0.3369, 0.2900, -0.8043], [-0.8111, 2.3461, -0.8571], [-0.4178, -1.9654, -0.9201], [-2.6220, 2.1554, -0.6989], [-0.8045, 2.6019, -2.6623], [-1.2495, 1.3362, -3.3829], [-0.5001, 0.2021, -2.8245], [-0.8502, -1.0782, -3.4672], [-0.1289, -2.1804, -2.7076], [0.2145, 2.8857, -2.9481], [-1.4875, 3.4340, -2.8396], [-1.0620, 1.4345, -4.4666], [-2.3245, 1.1548, -3.2433], [-0.5456, -1.0852, -4.5307], [-1.9415, -1.2151, -3.4328], [0.9551, -2.1299, -2.8654], [-0.4977, -3.1768, -2.9636], [-2.2263, -2.2112, -0.9956], [0.6282, 0.4045, -3.0769], [-2.7671, -1.2707, -1.1556], [-2.5212, -2.6529, -0.0388], [-2.4439, -2.9275, -1.7973], [-2.8902, 2.2943, 0.3511], [-2.9670, 1.1786, -1.0585], [-3.0643, 2.9632, -1.2927], [1.8600, 0.7620, -2.7654], [1.9768, 1.1237, -1.3474], [2.0541, 1.6198, -3.4196], [2.4712, -0.1050, -3.0499], [1.8589, 2.1955, -1.1532], [2.9715, 0.8062, -1.0068], [3.0396, -1.4011, 0.2341], [1.8817, -0.1144, 0.8096], [2.8146, 1.2942, 1.5036], [1.3253, -0.9014, 2.3896], [2.2207, -1.4614, 3.3005], [1.7567, -1.8617, 4.5588], [0.4076, -1.7192, 4.8884], [-0.4947, -1.1669, 3.9714], [-0.0300, -0.7402, 2.7284], [-1.0129, 0.2527, 1.5212], [-2.6685, -0.4785, 1.7814], [-1.1061, 1.8212, 2.4670], [3.9641, -1.3574, 0.8263], [3.2697, -1.2662, -0.8296], [2.5584, -2.3790, 0.3717], [2.4163, 1.5145, 2.5021], [3.8754, 1.0154, 1.5756], [2.7003, 2.1869, 0.8793], [3.2739, -1.5730, 3.0358], [2.4636, -2.2817, 5.2765], [0.0517, -2.0267, 5.8712], [-1.5493, -1.0596, 4.2444], [-3.0902, -0.0920, 2.7200], [-3.3303, -0.2083, 0.9489], [-2.5862, -1.5713, 1.8330], [-1.4329, 1.5735, 3.4851], [-0.1137, 2.2839, 2.5122], [-1.8091, 2.5279, 2.0155]], "forces_ev_per_a": [[-2.15, -0.51, 2.17], [-0.37, 0.71, -0.33], [0.06, -1.11, -0.46], [0.21, -0.06, 0.02], [-0.06, 0.03, 0.15], [0.35, 0.04, -0.06], [-0.74, -0.14, -0.65], [0.41, 0.10, -0.06], [0.01, -0.08, 0.16], [-0.28, 0.08, 0.08], [0.23, 0.02, -0.21], [-0.15, 0.03, 0.31], [0.25, 0.01, -0.05], [-0.18, -0.03, 0.36], [0.30, 0.10, 0.00], [-0.22, -0.13, 0.01], [0.22, 0.13, -0.13], [-0.02, 0.18, 0.44], [-1.06, -0.15, -0.26], [0.15, -0.29, -0.01], [-0.02, 0.11, -0.32], [0.11, 0.20, 0.25], [-0.03, -0.06, -0.31], [0.11, 0.28, 0.11], [-0.01, -0.21, 0.20], [2.90, 0.69, -0.22], [1.21, 0.55, -1.14], [-0.44, -0.30, -0.25], [-0.41, 0.12, -0.05], [-0.02, -0.24, 0.06], [-0.38, 0.11, 0.13], [0.10, 0.08, -0.29], [0.33, -0.85, 1.00], [-0.01, 0.27, -0.19], [-0.93, 0.39, -0.20], [-0.01, -0.05, 0.04], [0.10, 0.06, -0.29], [-0.14, 0.07, -0.17], [0.10, -0.11, 0.20], [0.55, 0.27, -0.56], [0.09, -0.73, 1.00], [-0.33, 0.18, -0.24], [-0.02, 0.06, -0.05], [-0.22, -0.10, -0.25], [0.14, -0.11, 0.29], [0.14, 0.28, -0.01], [0.20, -0.12, -0.26], [-0.28, 0.20, 0.06], [0.22, -0.17, 0.20], [-0.27, -0.02, 0.22], [-0.28, 0.11, -0.20], [0.10, 0.04, -0.26], [0.41, -0.03, -0.05], [0.03, -0.18, -0.28], [0.01, -0.10, 0.35], [-0.04, 0.34, 0.04], [0.06, 0.16, -0.22], [-0.20, -0.03, -0.01], [0.18, -0.06, 0.20]]}

{"formula": "H4O2", "method": "ωB97M-V/def2-TZVPD", "max_force_ev_per_a": 1.795, "lumo_energy_ev": 0.7, "relative_energy_kj_mol": 15.0, "smiles": "O.O", "total_energy_ha": -152.869209, "orbital_gap_ev": 11.8, "homo_ev": -11.122, "species": ["H", "H", "H", "H", "O", "O"], "positions_angstrom": [[-0.9652, -0.6402, 0.2196], [-1.7619, 0.6651, 0.4824], [2.1188, -0.4107, -0.2581], [1.1335, 0.6669, -0.4583], [-1.7729, -0.1587, -0.0813], [1.2478, -0.1224, 0.0958]], "forces_ev_per_a": [[-0.76, 0.54, -0.41], [-0.07, -1.38, -0.92], [-0.76, -0.19, 0.65], [-0.48, -0.13, 0.33], [0.86, 0.88, 1.30], [1.21, 0.28, -0.95]]}

{"formula": "C27H49F12MnN4O11S4", "method": "ωB97M-V/def2-TZVPD", "max_force_ev_per_a": 3.256, "lumo_energy_ev": [-2.5, -2.9], "spin_multiplicity": 6, "total_energy_ha": -6046.754005, "orbital_gap_ev": [9.9, 9.5], "charge": 1, "homo_ev": [-12.361, -12.450], "species": ["Mn", "O", "C", "O", "O", "H", "C", "C", "C", "C", "N", "C", "C", "C", "C", "C", "C", "C", "H", "H", "H", "H", "H", "H", "H", "H", "H", "H", "H", "H", "H", "H", "H", "H", "H", "H", "H", "H", "H", "H", "H", "H", "C", "C", "C", "C", "N", "C", "C", "C", "C", "C", "C", "C", "H", "H", "H", "H", "H", "H", "H", "H", "H", "H", "H", "H", "H", "H", "H", "H", "H", "H", "H", "H", "H", "H", "H", "H", "C", "F", "F", "F", "S", "O", "O", "N", "S", "O", "O", "C", "F", "F", "F", "C", "F", "F", "F", "S", "O", "O", "N", "S", "O", "O", "C", "F", "F", "F"], "positions_angstrom": [[0.0637, 4.0135, -0.3524], [1.5018, 1.1455, -2.9291], [0.7940, 1.0438, -1.7450], [0.6148, -0.1011, -1.2662], [0.4286, 2.1391, -1.2273], [1.5342, 0.2080, -3.1769], [1.0983, 0.1104, 5.3621], [1.9118, 0.4684, 4.1117], [2.0137, -0.6746, 3.0951], [2.8106, -0.1880, 1.9070], [3.2676, -1.2979, 0.9865], [3.6671, -0.7902, -0.3756], [3.4353, -1.8916, -1.3738], [2.1772, -2.6026, -0.8520], [2.0507, -2.1773, 0.6108], [4.3714, -2.1166, 1.5757], [5.6484, -1.3382, 1.8710], [6.6112, -2.1971, 2.7167], [1.5941, -0.5197, 6.1014], [0.2539, -0.5270, 5.0671], [0.7145, 1.0452, 5.7613], [2.8872, 0.8586, 4.4192], [1.3944, 1.2953, 3.6300], [0.9815, -0.8744, 2.8052], [2.4553, -1.5472, 3.5831], [3.6514, 0.4450, 2.1710], [2.2026, 0.4418, 1.2538], [4.6556, -0.3479, -0.3146], [2.9690, 0.0062, -0.6323], [4.2346, -2.6335, -1.4146], [3.3454, -1.4576, -2.3673], [2.2832, -3.6756, -0.9895], [1.2599, -2.2634, -1.3308], [2.1149, -3.0301, 1.2810], [1.2380, -1.4692, 0.7332], [4.5972, -2.8709, 0.8188], [4.0397, -2.6281, 2.4767], [5.4984, -0.3461, 2.2894], [6.1937, -1.1312, 0.9462], [6.1184, -3.0114, 3.2531], [6.9989, -1.6161, 3.5589], [7.4760, -2.5355, 2.1558], [-7.4157, -1.3346, -2.9992], [-6.8325, -2.7331, -2.8995], [-5.3035, -2.8366, -3.0414], [-4.6379, -2.3362, -1.7856], [-3.1683, -2.5908, -1.6545], [-2.9649, -4.0424, -1.2973], [-1.7443, -4.0843, -0.4038], [-1.3727, -2.6174, -0.0399], [-2.6194, -1.8468, -0.4593], [-2.3899, -2.2782, -2.9068], [-2.1665, -0.8162, -3.1734], [-1.3365, -0.6766, -4.4633], [-8.4511, -1.2227, -2.6866], [-7.2331, -0.8017, -3.9294], [-6.8981, -0.7647, -2.2094], [-7.2125, -3.3301, -3.7379], [-7.2164, -3.2690, -2.0284], [-5.0908, -2.2279, -3.9225], [-5.0607, -3.8808, -3.2417], [-5.1302, -2.6125, -0.8488], [-4.7839, -1.2581, -1.6534], [-2.8397, -4.5958, -2.2265], [-3.8639, -4.3977, -0.8031], [-0.8547, -4.4356, -0.9321], [-1.8926, -4.7308, 0.4549], [-0.4409, -2.2321, -0.4426], [-1.2996, -2.6007, 1.0468], [-2.5040, -0.8024, -0.7223], [-3.2818, -1.8139, 0.4070], [-3.0345, -2.6437, -3.7014], [-1.4292, -2.7761, -2.8113], [-1.4733, -0.3725, -2.4531], [-3.0444, -0.1780, -3.1661], [-0.8824, 0.2963, -4.6287], [-1.9240, -0.9614, -5.3401], [-0.5073, -1.3897, -4.4000], [2.5726, 6.3904, 2.2803], [1.4874, 7.1664, 2.2600], [3.4293, 6.7899, 1.3677], [3.0913, 6.4191, 3.4812], [1.9924, 4.5993, 1.9700], [2.8397, 3.7407, 2.7094], [0.6116, 4.5927, 2.3545], [1.9389, 4.4245, 0.2439], [3.3892, 3.7412, -0.0549], [4.4362, 4.4265, 0.6195], [3.3229, 2.3312, 0.1496], [3.7442, 3.9808, -1.8653], [2.9255, 3.2411, -2.6094], [3.4873, 5.2649, -2.1483], [4.9882, 3.6750, -2.1520], [-3.5091, 3.2243, -1.3382], [-4.3740, 2.2235, -1.1839], [-2.4423, 2.7326, -1.9529], [-4.0776, 4.1967, -2.0149], [-3.0375, 3.8541, 0.3666], [-2.8510, 5.2702, 0.3102], [-4.0589, 3.3863, 1.2273], [-1.5081, 3.1889, 0.6700], [-1.6193, 2.0515, 1.7758], [-2.6276, 1.0467, 1.6400], [-0.3093, 1.5342, 2.0503], [-2.0657, 2.9535, 3.3884], [-3.2679, 2.5281, 3.7675], [-1.2107, 2.5891, 4.3236], [-2.1550, 4.2707, 3.2705]], "forces_ev_per_a": [[0.12, -1.57, -0.01], [-0.93, -0.72, 0.66], [0.13, 0.10, 0.78], [-0.03, 0.90, -0.66], [0.04, 0.30, -0.41], [0.34, 0.22, -0.34], [-0.39, -0.54, -0.77], [-0.05, 0.02, 0.48], [0.12, 0.72, 0.64], [-0.37, 0.15, -0.84], [-0.38, -0.46, -0.66], [0.03, 1.02, 0.08], [0.19, -0.53, 0.10], [-0.05, 0.23, -0.06], [1.11, 0.20, 0.36], [0.44, 0.14, -0.39], [0.83, -0.29, -0.46], [-0.10, 0.63, 1.04], [0.44, 0.45, 0.10], [-0.21, 0.40, -0.07], [-0.03, -0.22, 0.52], [0.10, -0.18, -0.18], [0.08, 0.07, -0.12], [0.08, -0.36, -0.07], [-0.03, -0.10, -0.12], [0.21, -0.24, 0.11], [-0.20, 0.02, 0.25], [0.10, -0.10, -0.13], [0.09, 0.05, 0.32], [0.22, 0.22, -0.02], [-0.12, -0.07, -0.03], [-0.11, -0.09, 0.20], [0.34, -0.04, -0.34], [-0.71, 0.17, 0.29], [-0.41, -0.53, 0.19], [-0.02, -0.18, 0.19], [-0.36, 0.15, -0.03], [-0.30, -0.19, 0.38], [-0.27, -0.02, -0.13], [-0.03, -0.28, -0.49], [0.13, 0.19, -0.26], [-0.13, -0.30, -0.06], [0.94, 0.78, 1.60], [-0.81, -1.00, -1.22], [-0.98, 0.11, 0.38], [-0.19, 1.83, 0.40], [-0.56, -0.31, 1.18], [0.12, -0.12, -0.44], [1.58, 0.31, -0.52], [-1.03, -0.31, 0.85], [0.57, 0.57, 0.39], [-0.82, 0.65, 0.20], [1.70, 1.24, 0.04], [-0.39, -0.83, -0.33], [-0.19, -0.46, -0.41], [-0.05, -0.27, -0.19], [-0.09, 0.32, -0.28], [-0.11, 0.05, 0.06], [0.24, 0.21, 0.24], [0.51, -0.07, 0.07], [0.15, 0.01, -0.04], [0.21, -1.00, -0.20], [0.33, 0.17, -0.70], [-0.07, -0.06, 0.05], [-0.02, 0.06, 0.08], [-0.31, -0.57, -0.11], [-0.06, 0.11, 0.09], [-0.25, -0.15, -0.32], [0.17, 0.48, 0.00], [0.34, 0.05, -0.11], [-0.65, -0.51, -0.48], [0.53, -0.62, -0.18], [-0.07, -0.25, -0.22], [-0.34, -0.27, 0.48], [-0.40, -0.22, -0.18], [-0.30, 0.20, 0.19], [0.11, 0.14, -0.08], [0.02, 0.04, -0.08], [-0.76, -0.50, -0.47], [0.26, -0.09, -0.20], [0.05, 0.24, 0.07], [0.37, 0.02, 0.30], [-1.47, 1.00, 0.18], [0.70, -0.42, -0.28], [-0.59, 0.29, -0.66], [1.58, 0.42, 2.01], [1.19, -1.00, -0.48], [0.34, 0.70, -0.18], [-0.21, -0.82, -0.49], [-1.34, 0.63, -0.16], [0.20, 0.02, 0.16], [0.38, -0.01, -0.06], [0.12, 0.03, 0.27], [-0.23, -0.43, 1.02], [-0.05, 0.06, -0.13], [0.35, 0.29, -0.60], [0.18, 0.03, -0.33], [0.63, 0.98, 0.70], [0.66, 0.05, -1.10], [-0.25, -0.65, 0.17], [-3.04, 0.63, -0.76], [1.39, -1.70, 2.40], [-0.47, 0.32, -0.88], [0.48, 0.47, -0.59], [-1.23, -0.30, -0.22], [-0.15, -0.24, 0.09], [0.48, 0.34, 0.02], [0.69, 0.01, -0.07]]}